90
Properties=species:S:1:pos:R:3:forces:R:3:lowdin_charge:R:1 method="wB97M-V/def2-TZVPD" e_tot_ev=-85711.3868 de_lowest_kj_mol=259.8 total_charge=+1 homo_lumo_gap_ev="5.1 / 5.5"
Ir 0.9077 0.9737 -0.4016 -0.6 1.0 -1.5 1.084
C 3.3771 -0.5566 1.8236 -0.7 0.1 0.4 -0.193
Si 1.8574 0.2362 2.6796 0.1 -0.8 -0.4 0.460
C 0.3506 -0.9436 2.6081 0.8 0.3 0.0 -0.168
C 2.3565 0.4422 4.5107 -0.2 0.2 -0.7 -0.178
N 1.4041 1.5884 1.6593 -0.3 -2.6 -1.2 -0.189
C 1.3805 2.8917 1.9818 -0.1 1.8 -0.5 -0.334
C 1.6465 3.3946 3.2779 -0.1 -0.3 -0.4 -0.034
C 1.6237 4.7389 3.5645 -0.1 0.3 -0.2 -0.086
C 1.3330 5.6754 2.5802 0.0 -0.1 0.0 -0.092
C 1.0530 5.2334 1.2954 -0.1 0.0 0.0 -0.021
C 1.0763 3.8885 1.0227 0.4 -0.1 1.5 -0.235
F 0.8005 3.4851 -0.2520 -0.1 -1.3 -0.8 -0.022
H 3.6741 -1.4568 2.3522 0.1 -0.2 0.2 0.022
H 4.2199 0.1288 1.8255 0.1 0.2 0.0 0.028
H 3.1530 -0.8165 0.7929 0.0 0.0 -0.1 -0.051
H 0.5623 -1.8720 3.1239 0.1 -0.3 0.2 0.027
H 0.0812 -1.1848 1.5839 0.0 0.0 -0.1 -0.025
H -0.5254 -0.5148 3.0803 -0.2 0.2 0.2 0.016
H 2.5963 -0.5423 4.9002 0.0 -0.3 0.0 0.032
H 1.5582 0.8406 5.1283 -0.2 0.1 0.1 0.029
H 3.2420 1.0584 4.6482 0.1 0.1 -0.1 0.036
H 1.8728 2.6914 4.0552 0.0 -0.1 0.2 0.062
H 1.8389 5.0684 4.5704 0.0 0.0 0.1 0.107
H 1.3334 6.7293 2.8064 0.0 0.1 0.0 0.101
H 0.8224 5.9282 0.5058 0.0 0.1 -0.2 0.121
O -0.3057 -0.6494 -3.7554 0.1 0.0 0.0 0.053
C -0.5645 0.3725 -3.1335 -1.4 -0.8 -0.5 -0.647
O 0.2605 1.1302 -2.5368 1.6 0.6 2.0 -0.210
C -2.0098 0.8450 -3.0367 0.4 -0.2 0.0 -0.131
C -2.7927 0.9152 -4.1810 -0.1 0.0 0.1 -0.006
C -4.1092 1.3329 -4.0943 0.1 -0.1 0.0 -0.050
C -4.6589 1.6386 -2.8591 -0.1 0.1 0.1 -0.057
C -3.8899 1.5556 -1.7129 0.1 0.0 0.1 -0.076
C -2.5486 1.1851 -1.7973 0.5 0.2 -0.2 -0.276
P -1.5823 1.0277 -0.2539 0.4 -0.1 0.6 1.073
C -2.4520 -0.4153 0.4454 0.4 -0.2 0.1 -0.340
C -3.3708 -0.3635 1.4851 0.1 0.2 -0.1 -0.076
C -3.9376 -1.5318 1.9634 0.0 -0.1 0.1 -0.057
C -3.5934 -2.7578 1.4169 -0.1 0.0 0.1 -0.062
C -2.7119 -2.8088 0.3482 0.0 -0.1 -0.1 -0.067
C -2.1486 -1.6459 -0.1390 0.1 0.2 0.1 -0.103
C -2.0589 2.4465 0.7652 0.4 0.0 0.0 -0.364
C -2.4065 3.6694 0.1964 -0.1 -0.1 -0.1 -0.084
C -2.7154 4.7451 1.0107 0.0 0.1 0.0 -0.060
C -2.6774 4.6125 2.3898 0.0 0.0 0.0 -0.056
C -2.2729 3.4155 2.9593 0.0 0.0 0.1 -0.054
C -1.9305 2.3489 2.1507 0.0 -0.1 -0.1 -0.112
H -2.3596 0.6467 -5.1318 0.1 -0.1 -0.1 0.123
H -4.7144 1.3990 -4.9855 0.0 0.0 -0.1 0.111
H -5.6895 1.9523 -2.7864 -0.1 0.0 0.0 0.111
H -4.3275 1.7773 -0.7489 -0.1 0.0 0.0 0.114
H -3.6493 0.5864 1.9186 0.0 0.0 0.0 0.102
H -4.6463 -1.4782 2.7746 -0.1 0.0 0.1 0.111
H -4.0135 -3.6689 1.8190 -0.1 0.0 0.0 0.111
H -2.4637 -3.7567 -0.1096 0.0 -0.1 0.0 0.091
H -1.4618 -1.6699 -0.9752 0.0 -0.1 -0.1 0.084
H -2.4419 3.7753 -0.8784 0.0 0.0 -0.1 0.115
H -2.9976 5.6888 0.5682 0.0 0.1 -0.1 0.112
H -2.9568 5.4397 3.0246 0.0 0.1 0.0 0.112
H -2.2287 3.3061 4.0325 0.1 0.0 0.1 0.114
H -1.5697 1.4288 2.5868 0.0 -0.1 0.1 0.092
S 3.3406 1.4413 -1.2465 -0.9 0.4 1.3 0.668
C 3.3480 0.2332 -2.4390 0.2 -0.5 -0.5 -0.729
N 4.0717 -0.8976 -2.2009 -0.4 0.2 -0.5 0.070
C 4.1023 -1.9411 -3.0600 0.1 -0.1 0.1 -0.067
C 3.3952 -1.8959 -4.2218 -0.3 0.4 -0.2 -0.033
C 2.6653 -0.7297 -4.5353 0.4 -0.4 0.2 -0.009
C 2.6705 0.3285 -3.6668 0.2 -0.1 0.2 -0.075
H 4.5982 -0.9318 -1.3350 -0.1 0.1 0.0 0.146
H 4.7117 -2.7852 -2.7728 0.0 0.0 0.0 0.132
H 3.4219 -2.7223 -4.9100 0.0 -0.2 0.0 0.114
H 2.1109 -0.6750 -5.4572 -0.1 0.0 -0.1 0.125
H 2.1179 1.2292 -3.8697 0.1 0.0 0.0 0.112
N 1.1811 -1.2176 -0.8316 -0.4 1.7 0.6 0.139
C 1.1352 -2.3633 -0.9853 0.0 1.4 0.3 -0.211
N 1.1403 -3.6478 -1.0568 0.0 -0.5 0.0 -0.067
C 0.5367 -4.4008 -2.1448 -0.4 -0.5 -0.4 -0.084
C -0.0847 -5.6814 -1.5717 -0.1 0.1 -0.2 -0.172
O 0.8620 -6.4094 -0.8272 0.1 -0.1 -0.1 -0.114
C 1.3507 -5.6651 0.2589 0.2 0.2 0.2 -0.175
C 2.0721 -4.4075 -0.2351 0.2 -0.6 0.5 -0.088
H 1.3185 -4.6797 -2.8638 -0.1 0.1 0.0 0.136
H -0.2140 -3.7883 -2.6431 0.0 0.0 0.0 0.139
H -0.3954 -6.3418 -2.3815 -0.1 0.2 0.0 0.138
H -0.9579 -5.4477 -0.9422 0.1 0.1 -0.1 0.119
H 2.0438 -6.3219 0.7854 0.0 0.2 0.1 0.137
H 0.5251 -5.3812 0.9318 0.1 0.0 -0.1 0.137
H 2.9342 -4.7065 -0.8457 -0.1 0.1 0.1 0.136
H 2.3994 -3.7946 0.6046 0.0 0.0 0.0 0.135